Here is 9 unconnected molecules or ions with the total composition C26H74N4O14 from the Open Molecules 2025 dataset. Energies are from the ωB97M-V functional and the def2-TZVPD basis.

The geometry in XYZ format:
```
118
Properties=species:S:1:pos:R:3:forces:R:3:lowdin_charge:R:1
C -2.750 1.110 -0.361 1.09 1.39 0.25 -0.0533
C -1.358 0.563 0.091 -1.95 1.29 0.92 -0.4659
C -1.266 0.796 1.584 0.58 1.18 0.84 -0.2045
O -0.006 0.331 2.134 -2.03 -0.91 -1.52 -0.1687
C 0.629 1.294 2.845 2.09 1.18 0.91 -0.1720
N -1.375 -0.807 -0.171 0.68 -2.05 -0.87 0.0298
H -2.739 2.192 -0.231 -0.02 0.27 -0.23 0.0680
H -3.547 0.814 0.322 0.04 -0.60 -0.12 0.0760
H -3.007 0.910 -1.402 0.14 -0.29 0.18 0.0752
H -0.466 1.026 -0.331 -0.30 0.28 -0.50 0.1482
H -2.087 0.432 2.202 -0.19 -0.97 -0.33 0.1292
H -1.437 1.863 1.729 0.81 0.50 0.21 0.1160
H 0.897 2.148 2.223 -0.54 0.59 0.01 0.0888
H 1.625 0.958 3.134 0.00 -0.59 0.13 0.0867
H 0.146 1.576 3.780 -0.39 0.27 -0.07 0.0941
H -0.449 -1.131 0.067 0.01 -0.74 0.18 0.0749
H -2.032 -1.166 0.507 0.00 -0.80 -0.05 0.0815
C 4.684 -2.191 -1.186 -0.09 -2.06 0.26 -0.0974
C 4.643 -1.028 -2.159 0.15 -0.58 1.52 -0.4089
C 3.703 -1.283 -3.388 1.86 0.05 -1.03 -0.1525
O 4.101 -2.408 -4.178 -0.88 -1.95 0.00 -0.2435
C 5.068 -2.468 -5.266 -0.17 0.48 2.55 -0.0633
N 4.273 0.115 -1.329 -0.39 1.79 -0.95 0.0109
H 4.744 -3.177 -1.646 -0.39 -0.11 -0.41 0.0702
H 3.859 -2.192 -0.475 -0.38 0.02 -0.28 0.0713
H 5.558 -2.247 -0.536 0.34 0.80 -0.08 0.0714
H 5.699 -0.943 -2.413 -0.15 0.63 -0.82 0.1301
H 3.712 -0.515 -4.162 -0.31 1.07 0.83 0.1177
H 2.700 -1.493 -3.019 -0.06 0.01 -0.17 0.1225
H 5.995 -2.341 -4.706 0.66 0.48 -0.90 0.0775
H 4.887 -1.763 -6.078 0.05 0.14 0.13 0.0820
H 5.098 -3.497 -5.623 -0.51 0.13 -0.04 0.0830
H 3.345 0.125 -0.930 -0.11 -0.48 -0.29 0.0614
H 4.897 0.384 -0.581 0.35 -0.42 -0.32 0.0683
C -5.000 2.855 -11.312 0.81 -0.76 0.93 -0.0735
C -6.378 2.683 -10.751 0.79 -1.07 0.57 -0.4672
C -6.393 2.288 -9.240 -0.08 0.07 0.12 -0.1796
O -5.932 0.949 -8.893 -0.09 0.92 -1.97 -0.1943
C -5.864 0.709 -7.507 -0.18 0.23 -0.55 -0.1152
N -7.075 3.949 -10.898 -0.81 -0.42 0.46 0.0386
H -4.400 3.232 -10.483 0.41 0.55 -0.40 0.0791
H -4.954 3.484 -12.201 0.03 -0.10 0.12 0.0785
H -4.623 1.848 -11.490 0.33 0.12 -0.41 0.0795
H -6.755 1.786 -11.242 -1.00 0.16 -0.37 0.1303
H -7.434 2.460 -8.967 -0.48 -0.66 0.39 0.1066
H -5.890 3.060 -8.657 0.66 -0.03 0.06 0.1204
H -5.581 -0.315 -7.264 -0.07 -0.18 -0.65 0.0839
H -6.892 0.848 -7.172 0.25 0.43 1.06 0.0868
H -5.050 1.319 -7.116 -0.50 0.46 0.71 0.0890
H -7.332 4.111 -11.861 0.28 0.02 -0.28 0.0751
H -7.965 3.852 -10.431 -0.34 0.28 0.22 0.0617
C 6.159 -0.557 7.568 -0.88 -0.02 0.46 -0.0432
C 5.064 -1.639 7.612 0.46 0.07 -1.67 -0.5078
C 5.533 -2.883 8.263 0.50 -1.07 0.21 -0.1898
O 4.577 -3.991 8.272 0.82 2.50 1.22 -0.1866
C 4.772 -4.896 7.263 -0.55 -0.55 -0.77 -0.1419
N 3.928 -1.260 8.343 -1.72 1.85 1.32 0.0314
H 7.074 -0.903 7.088 -0.14 0.13 -0.12 0.0797
H 6.394 -0.199 8.570 0.22 -0.28 0.29 0.0746
H 5.734 0.327 7.093 0.22 -0.08 -0.40 0.0777
H 4.695 -1.747 6.592 0.41 -0.61 -0.38 0.1393
H 5.613 -2.576 9.307 0.42 -0.40 0.21 0.1309
H 6.525 -3.085 7.860 0.09 -1.09 0.09 0.1240
H 5.735 -5.381 7.427 0.05 -0.31 -0.62 0.0924
H 4.636 -4.418 6.293 0.64 -0.02 -0.39 0.0889
H 3.936 -5.593 7.306 0.25 -0.37 0.22 0.0912
H 3.472 -2.106 8.654 -0.47 -0.13 -0.16 0.0719
H 4.302 -0.871 9.197 -0.32 0.42 0.51 0.0698
C 2.134 7.087 1.799 0.52 -1.20 -0.81 -0.1984
C 2.497 7.923 3.089 -2.25 -1.10 -0.27 -0.2518
O 3.765 8.534 3.085 -0.28 -0.74 -0.61 -0.0453
O 0.886 6.304 1.705 0.22 1.33 1.37 -0.1024
H 2.872 6.285 1.795 0.65 0.34 -0.20 0.1072
H 2.207 7.626 0.854 0.24 0.52 0.17 0.1068
H 2.400 7.142 3.843 0.53 0.41 0.53 0.1165
H 1.751 8.684 3.317 -0.31 -0.05 -0.12 0.1137
H 3.701 9.139 2.342 0.47 0.33 -0.04 0.0846
H 0.812 5.984 0.803 0.19 0.14 -0.02 0.0687
C -1.714 -4.120 -4.985 0.53 -0.90 1.73 -0.2744
C -0.650 -5.013 -4.294 0.01 -0.96 -2.75 -0.2206
O -0.979 -6.380 -4.626 0.00 0.49 1.07 -0.0808
O -1.234 -2.826 -4.863 -0.31 1.46 -0.25 -0.0554
H -2.617 -4.273 -4.394 -0.51 0.18 0.18 0.1114
H -2.040 -4.355 -5.997 0.90 -0.12 -0.17 0.1271
H -0.503 -4.774 -3.240 -0.52 -0.22 0.25 0.1154
H 0.324 -4.875 -4.764 -0.03 0.32 -0.04 0.1186
H -1.919 -6.417 -4.437 -0.20 -0.58 -0.01 0.0654
H -1.411 -2.566 -3.956 0.14 0.38 0.03 0.0892
C -9.038 2.810 -1.162 -2.70 0.32 -0.28 -0.1898
C -9.547 1.814 -2.226 1.80 0.45 0.34 -0.2429
O -9.146 0.508 -1.795 -0.79 0.07 -0.16 -0.0711
O -10.111 2.889 -0.153 1.43 -0.16 -0.54 -0.0943
H -9.034 3.799 -1.622 0.30 0.06 0.14 0.1111
H -8.069 2.567 -0.727 -0.08 -0.22 -0.12 0.1164
H -9.070 2.053 -3.176 0.11 -0.11 -0.24 0.1069
H -10.624 1.886 -2.376 -0.02 0.16 0.30 0.1219
H -9.872 -0.064 -2.055 0.21 -0.44 0.06 0.0803
H -10.303 1.958 -0.017 -0.26 -0.13 0.49 0.0614
C -0.450 -8.531 0.729 0.58 0.45 0.15 -0.2311
C 0.341 -7.414 1.361 -0.84 1.32 2.26 -0.2971
O 1.673 -7.727 1.572 1.66 -0.08 -0.91 -0.0562
O -0.175 -9.757 1.403 0.03 0.07 -0.35 -0.0633
H -0.045 -8.537 -0.283 -0.59 -0.48 -0.39 0.1210
H -1.524 -8.358 0.786 0.08 0.13 -0.31 0.1208
H -0.015 -7.077 2.334 -0.87 -0.74 0.56 0.1125
H 0.252 -6.422 0.919 0.32 -0.34 -1.25 0.1201
H 1.788 -8.387 2.260 -0.43 -0.05 0.00 0.0890
H 0.504 -10.175 0.867 0.06 -0.29 0.24 0.0842
C 4.708 5.601 9.064 -0.60 -1.37 0.35 -0.2628
C 3.516 4.575 9.344 2.31 0.13 -0.27 -0.1655
O 3.206 3.961 8.030 -0.05 0.88 1.77 -0.0908
O 4.199 6.438 8.104 -0.36 1.44 -1.16 -0.0662
H 5.612 5.124 8.686 -0.02 -0.76 -0.08 0.1066
H 5.102 6.236 9.858 -0.72 -0.23 0.62 0.1154
H 2.717 5.128 9.839 -0.41 -0.11 -0.61 0.1098
H 3.826 3.764 10.002 0.07 0.06 0.17 0.1040
H 3.100 3.036 8.263 -0.12 -0.13 -0.45 0.0739
H 3.823 5.867 7.431 -0.10 0.05 -0.35 0.0730
```
Positions in Å, forces in eV/Å.

Values from the calculation:
Energy above the lowest of the compared OMol25 structures with the same formula, charge and spin in kJ/mol: 958.6
SMILES string: COC[C@H](C)N.COC[C@H](C)N.COC[C@H](C)N.COC[C@H](C)N.OCCO.OCCO.OCCO.OCCO.OCCO
E_HOMO in eV: -8.757
LUMO level in eV: 0.3